Density functional theory data (ωB97M-V/def2-TZVPD) for a cluster of 5 separate species, C15H15F5O15 in total.

The geometry in XYZ format:
```
50
Properties=species:S:1:pos:R:3:forces:R:3
O 1.716 -1.033 -2.282 0.1 -0.3 0.1
C 1.636 -0.475 -1.242 0.0 0.9 -0.4
O 2.465 0.511 -0.834 -0.2 -0.1 -0.1
C 2.073 0.974 0.453 0.3 0.0 0.4
C 0.790 0.204 0.752 0.3 0.2 -0.2
F -0.292 1.059 0.718 0.1 0.0 0.2
O 0.650 -0.672 -0.326 0.1 -0.4 0.3
H 2.893 0.779 1.143 -0.2 -0.2 0.1
H 1.882 2.046 0.477 0.0 0.0 -0.4
H 0.782 -0.320 1.702 -0.2 -0.1 0.0
O -6.119 1.272 -0.085 -0.1 0.0 -0.1
C -5.003 1.059 0.241 -0.2 0.3 0.2
O -4.345 1.725 1.219 -0.1 -0.2 0.1
C -2.997 1.282 1.244 0.5 0.2 -0.1
C -3.032 -0.014 0.452 0.0 0.4 -0.1
F -3.185 -1.099 1.272 0.1 0.0 0.1
O -4.190 0.123 -0.321 0.1 -0.2 -0.1
H -2.363 2.022 0.748 -0.2 -0.1 -0.1
H -2.608 1.160 2.252 -0.4 -0.1 0.1
H -2.160 -0.163 -0.178 -0.2 -0.2 -0.1
O 2.867 5.966 -3.942 0.1 0.1 0.0
C 2.084 5.821 -3.072 -0.2 -0.3 -0.1
O 0.917 5.134 -3.163 -0.1 0.5 0.1
C 0.128 5.506 -2.011 0.4 -0.5 -0.5
C 1.234 5.725 -1.006 -0.8 0.7 -0.1
F 1.695 4.535 -0.520 0.1 -0.2 0.2
O 2.218 6.325 -1.794 0.2 -0.3 0.0
H -0.387 6.437 -2.247 -0.1 0.0 0.2
H -0.572 4.710 -1.782 0.1 0.0 0.1
H 0.943 6.376 -0.183 0.3 0.0 0.1
O -1.154 -4.957 -3.023 0.2 -0.1 -0.2
C 0.025 -4.860 -3.098 -0.4 0.4 0.4
O 0.800 -4.233 -2.188 0.2 -0.3 0.1
C 2.157 -4.223 -2.644 -0.4 0.7 -0.5
C 2.143 -5.211 -3.794 -0.1 -0.3 0.1
F 2.588 -6.449 -3.394 0.1 0.0 0.0
O 0.789 -5.321 -4.128 0.1 0.0 0.0
H 2.356 -3.221 -3.027 0.1 0.0 0.1
H 2.841 -4.454 -1.835 0.0 -0.3 0.0
H 2.699 -4.924 -4.682 0.1 0.0 0.0
O 0.707 0.482 4.373 0.1 0.1 0.0
C 0.190 -0.580 4.449 -0.2 -0.2 0.0
O -0.959 -0.862 5.090 0.3 0.0 -0.1
C -1.204 -2.273 5.018 -0.7 0.3 0.1
C -0.299 -2.708 3.886 0.2 0.0 0.2
F -0.981 -2.643 2.707 -0.1 -0.1 -0.2
O 0.690 -1.717 3.864 0.0 0.1 0.0
H -1.033 -2.702 6.004 0.4 -0.2 -0.1
H -2.251 -2.433 4.763 0.1 0.1 -0.1
H 0.170 -3.683 3.973 0.0 -0.1 0.0
```
Forces are in eV/Å.

Results
highest occupied orbital energy: -11.24 eV
E: -60099.25830 eV
maximum force: 1.0 eV/A